# 1
A molecular structure, C25H24N3O5PdS2 at a distorted geometry. Source: the Open Molecules 2025 dataset; level of theory: ωB97M-V/def2-TZVPD.

XYZ file:
```
60
Properties=species:S:1:pos:R:3
Pd 0.289 0.173 -0.594
C -2.755 2.073 -1.517
C -3.869 1.077 -1.403
C -5.056 1.243 -2.112
C -6.086 0.326 -2.005
C -5.950 -0.785 -1.185
C -4.780 -0.990 -0.465
C -4.611 -2.189 0.422
C -3.768 -0.044 -0.592
N -2.540 -0.291 0.139
C -2.487 0.068 1.484
O -3.485 0.446 2.057
C -1.167 0.021 2.229
C -1.224 0.185 3.601
C -0.036 0.140 4.322
C 1.150 -0.108 3.658
C 1.124 -0.257 2.276
N -0.009 -0.163 1.586
C 2.406 -0.613 1.543
O 3.295 -1.142 2.187
N 2.391 -0.412 0.203
C 3.528 -0.202 -0.519
C 4.591 0.637 -0.062
C 4.582 1.340 1.261
C 5.651 0.864 -0.919
C 5.703 0.298 -2.188
C 4.669 -0.521 -2.628
C 3.579 -0.775 -1.823
C 2.491 -1.677 -2.321
H -3.117 2.983 -1.994
H -1.926 1.684 -2.120
H -2.336 2.332 -0.545
H -5.165 2.111 -2.750
H -7.001 0.474 -2.564
H -6.756 -1.503 -1.100
H -5.455 -2.866 0.306
H -4.552 -1.892 1.472
H -3.701 -2.741 0.181
H -2.181 0.346 4.073
H -0.047 0.280 5.394
H 2.098 -0.199 4.166
H 3.649 1.889 1.396
H 5.404 2.052 1.298
H 4.694 0.638 2.085
H 6.453 1.510 -0.585
H 6.548 0.497 -2.833
H 4.712 -0.972 -3.611
H 2.824 -2.204 -3.213
H 1.593 -1.110 -2.591
H 2.202 -2.409 -1.568
C 0.718 4.367 -1.585
S 1.057 2.763 -0.896
O 2.372 2.817 -0.308
O 0.931 1.815 -2.038
O -0.019 2.438 0.064
H 1.464 5.059 -1.208
H -0.279 4.676 -1.283
H 0.778 4.294 -2.666
S -0.632 -2.234 -0.464
C -1.552 -0.928 -0.557
```

## Properties
HOMO-LUMO gap (alpha / beta) in eV: 3.98 / 4.40
Spin multiplicity: 2
E_HOMO (alpha / beta) in hartree: -0.2558 / -0.2618
LUMO (alpha / beta) in eV: -3.0 / -2.7
Expectation value of S²: 0.770

Charges in e, computed with natural (NBO), in the same order as the atoms: atom 1 (Pd): 1.014, atom 2 (C): -0.654, atom 3 (C): -0.004, atom 4 (C): -0.207, atom 5 (C): -0.172, atom 6 (C): -0.220, atom 7 (C): -0.002, atom 8 (C): -0.641, atom 9 (C): 0.183, atom 10 (N): -0.568, atom 11 (C): 0.676, atom 12 (O): -0.533, atom 13 (C): 0.087, atom 14 (C): -0.184, atom 15 (C): -0.151, atom 16 (C): -0.179, atom 17 (C): 0.156, atom 18 (N): -0.440, atom 19 (C): 0.610, atom 20 (O): -0.628, atom 21 (N): -0.719, atom 22 (C): 0.222, atom 23 (C): -0.010, atom 24 (C): -0.653, atom 25 (C): -0.205, atom 26 (C): -0.217, atom 27 (C): -0.213, atom 28 (C): -0.044, atom 29 (C): -0.623, atom 30 (H): 0.224, atom 31 (H): 0.237, atom 32 (H): 0.248, atom 33 (H): 0.217, atom 34 (H): 0.220, atom 35 (H): 0.217, atom 36 (H): 0.227, atom 37 (H): 0.236, atom 38 (H): 0.213, atom 39 (H): 0.253, atom 40 (H): 0.230, atom 41 (H): 0.260, atom 42 (H): 0.238, atom 43 (H): 0.208, atom 44 (H): 0.234, atom 45 (H): 0.202, atom 46 (H): 0.205, atom 47 (H): 0.200, atom 48 (H): 0.217, atom 49 (H): 0.201, atom 50 (H): 0.211, atom 51 (C): -0.892, atom 52 (S): 2.369, atom 53 (O): -0.960, atom 54 (O): -1.025, atom 55 (O): -1.017, atom 56 (H): 0.253, atom 57 (H): 0.241, atom 58 (H): 0.252, atom 59 (S): 0.354, atom 60 (C): 0.048

***

# 2
5 unconnected molecules or ions with the total composition C15H33F2O18P3 at a distorted geometry. Source: the Open Molecules 2025 dataset; level of theory: ωB97M-V/def2-TZVPD.

XYZ file:
```
71
Properties=species:S:1:pos:R:3
O -0.017 -23.330 5.894
C 0.305 -24.360 5.419
O -0.048 -24.798 4.171
C 0.591 -26.055 3.911
C 0.923 -26.540 5.346
F 2.196 -27.030 5.397
O 0.902 -25.345 6.088
H 0.061 -26.690 3.209
H 1.498 -25.664 3.428
H 0.214 -27.275 5.729
O -2.549 -26.281 1.071
C -1.706 -25.483 0.918
O -1.676 -24.233 1.456
C -0.692 -23.460 0.800
C 0.207 -24.526 0.176
F 1.269 -24.869 0.978
O -0.630 -25.638 0.090
H -1.133 -22.903 -0.033
H -0.283 -22.805 1.566
H 0.581 -24.189 -0.788
C 3.878 -33.429 4.440
O 3.723 -32.006 4.426
P 3.167 -31.284 3.106
O 3.414 -32.035 1.864
O 1.622 -30.939 3.376
C 1.135 -30.565 4.668
O 3.814 -29.825 3.126
C 5.223 -29.627 3.095
H 3.806 -33.819 3.432
H 3.199 -33.891 5.160
H 4.826 -33.673 4.924
H 1.946 -30.627 5.394
H 0.269 -31.164 4.929
H 0.856 -29.509 4.669
H 5.809 -30.462 3.487
H 5.366 -28.807 3.800
H 5.668 -29.390 2.130
C 0.788 -21.123 8.881
O 0.361 -20.993 10.232
P -1.115 -20.545 10.651
O -2.206 -21.526 10.496
O -0.943 -20.044 12.144
C -0.613 -20.928 13.211
O -1.325 -19.189 9.848
C -2.474 -18.366 10.049
H 0.113 -21.821 8.384
H 1.798 -21.512 8.783
H 0.775 -20.189 8.319
H -1.429 -21.580 13.517
H -0.123 -20.381 14.008
H 0.127 -21.650 12.844
H -2.915 -18.102 9.093
H -2.114 -17.447 10.525
H -3.137 -18.816 10.789
C -0.934 -29.081 2.165
O -1.833 -29.817 1.343
P -2.700 -31.032 1.921
O -2.538 -31.481 3.307
O -4.188 -30.569 1.527
C -5.265 -30.290 2.432
O -2.360 -32.176 0.871
C -2.698 -31.979 -0.495
H -1.382 -28.826 3.131
H -0.732 -28.160 1.624
H -0.051 -29.675 2.394
H -6.085 -30.928 2.129
H -5.465 -29.219 2.385
H -4.914 -30.430 3.456
H -2.708 -30.943 -0.833
H -3.629 -32.478 -0.763
H -1.905 -32.444 -1.087
```

## Properties
HOMO-LUMO gap in eV: 10.72
E_HOMO in hartree: -0.3774
LUMO in eV: 0.5
SMILES: O=C1OC[C@@H](F)O1.O=C1OC[C@@H](F)O1.COP(=O)(OC)OC.COP(=O)(OC)OC.COP(=O)(OC)OC

Charges in e, computed with Mulliken, in the same order as the atoms: atom 1 (O): -0.507, atom 2 (C): 0.490, atom 3 (O): -0.246, atom 4 (C): 0.163, atom 5 (C): 0.479, atom 6 (F): -0.293, atom 7 (O): -0.330, atom 8 (H): -0.433, atom 9 (H): 0.326, atom 10 (H): 0.363, atom 11 (O): -0.462, atom 12 (C): 0.614, atom 13 (O): -0.322, atom 14 (C): -0.418, atom 15 (C): 0.359, atom 16 (F): -0.268, atom 17 (O): -0.306, atom 18 (H): 0.311, atom 19 (H): 0.296, atom 20 (H): 0.240, atom 21 (C): -0.714, atom 22 (O): -0.311, atom 23 (P): 0.696, atom 24 (O): -0.770, atom 25 (O): 0.032, atom 26 (C): -0.265, atom 27 (O): -0.200, atom 28 (C): -0.696, atom 29 (H): 0.371, atom 30 (H): 0.252, atom 31 (H): 0.231, atom 32 (H): 0.384, atom 33 (H): 0.267, atom 34 (H): -0.168, atom 35 (H): 0.288, atom 36 (H): 0.254, atom 37 (H): 0.271, atom 38 (C): -0.667, atom 39 (O): -0.274, atom 40 (P): 0.943, atom 41 (O): -0.651, atom 42 (O): -0.265, atom 43 (C): -0.668, atom 44 (O): -0.298, atom 45 (C): -0.666, atom 46 (H): 0.347, atom 47 (H): 0.259, atom 48 (H): 0.285, atom 49 (H): 0.286, atom 50 (H): 0.267, atom 51 (H): 0.278, atom 52 (H): 0.250, atom 53 (H): 0.261, atom 54 (H): 0.317, atom 55 (C): -0.483, atom 56 (O): -0.329, atom 57 (P): 1.028, atom 58 (O): -0.748, atom 59 (O): -0.288, atom 60 (C): -0.649, atom 61 (O): -0.337, atom 62 (C): -0.624, atom 63 (H): 0.380, atom 64 (H): 0.144, atom 65 (H): 0.320, atom 66 (H): 0.230, atom 67 (H): 0.246, atom 68 (H): 0.324, atom 69 (H): 0.268, atom 70 (H): 0.259, atom 71 (H): 0.275

***

# 3
3 unconnected molecules or ions with the total composition C17H38N3O9S at a distorted geometry. Source: the Open Molecules 2025 dataset; level of theory: ωB97M-V/def2-TZVPD.

XYZ file:
```
68
Properties=species:S:1:pos:R:3
C 0.759 -2.437 -0.385
C -0.031 -2.712 -1.654
O 0.793 -3.121 -2.746
C 1.600 -2.105 -3.222
O 0.812 -1.125 -3.893
C 1.181 0.168 -3.781
O 1.179 0.865 -4.738
N 1.663 0.553 -2.491
S 2.884 1.750 -2.531
C 0.520 0.878 -1.564
O 0.780 1.521 -0.551
O -0.571 0.427 -2.000
H 1.146 -1.423 -0.404
H 1.629 -3.085 -0.339
H 0.132 -2.559 0.486
H -0.646 -1.859 -1.908
H -0.703 -3.538 -1.455
H 2.273 -2.556 -3.947
H 2.195 -1.650 -2.438
H 3.961 1.004 -2.818
C 6.407 6.367 -0.186
O 5.479 6.684 0.830
C 4.135 6.801 0.366
C 3.262 5.725 0.968
N 3.613 4.418 0.440
C 2.942 3.293 1.096
C 3.305 3.036 2.551
O 4.647 2.612 2.763
C 5.588 3.646 2.945
H 7.398 6.368 0.266
H 6.216 5.378 -0.616
H 6.387 7.112 -0.988
H 4.097 6.755 -0.726
H 3.765 7.782 0.678
H 2.218 5.936 0.720
H 3.369 5.783 2.062
H 4.614 4.294 0.521
H 3.170 2.396 0.521
H 1.863 3.431 1.013
H 2.677 2.212 2.896
H 3.079 3.893 3.201
H 5.144 4.518 3.434
H 6.040 3.962 1.999
H 6.386 3.259 3.582
C -5.664 -4.579 3.326
O -6.171 -5.132 2.128
C -7.206 -4.363 1.527
C -6.764 -3.830 0.184
N -5.734 -2.816 0.344
C -5.112 -2.380 -0.905
C -4.281 -3.398 -1.674
O -3.103 -3.796 -1.005
C -3.229 -4.894 -0.127
H -4.933 -5.280 3.724
H -5.171 -3.617 3.152
H -6.459 -4.443 4.067
H -7.514 -3.544 2.183
H -8.067 -5.024 1.384
H -7.625 -3.383 -0.322
H -6.423 -4.685 -0.417
H -5.013 -3.179 0.954
H -4.460 -1.537 -0.668
H -5.895 -1.997 -1.567
H -3.950 -2.914 -2.596
H -4.864 -4.279 -1.975
H -3.991 -5.601 -0.466
H -3.460 -4.577 0.895
H -2.265 -5.406 -0.103
```

## Properties
HOMO-LUMO gap in eV: 7.62
Net charge: -1
E_HOMO in hartree: -0.1904
LUMO in eV: 2.4

Charges in e, computed with natural (NBO), in the same order as the atoms: atom 1 (C): -0.648, atom 2 (C): -0.095, atom 3 (O): -0.532, atom 4 (C): 0.223, atom 5 (O): -0.526, atom 6 (C): 0.931, atom 7 (O): -0.585, atom 8 (N): -0.758, atom 9 (S): 0.201, atom 10 (C): 0.875, atom 11 (O): -0.738, atom 12 (O): -0.771, atom 13 (H): 0.225, atom 14 (H): 0.194, atom 15 (H): 0.208, atom 16 (H): 0.227, atom 17 (H): 0.180, atom 18 (H): 0.148, atom 19 (H): 0.168, atom 20 (H): 0.073, atom 21 (C): -0.246, atom 22 (O): -0.561, atom 23 (C): -0.069, atom 24 (C): -0.239, atom 25 (N): -0.617, atom 26 (C): -0.262, atom 27 (C): -0.083, atom 28 (O): -0.551, atom 29 (C): -0.240, atom 30 (H): 0.184, atom 31 (H): 0.171, atom 32 (H): 0.163, atom 33 (H): 0.178, atom 34 (H): 0.173, atom 35 (H): 0.196, atom 36 (H): 0.158, atom 37 (H): 0.343, atom 38 (H): 0.237, atom 39 (H): 0.219, atom 40 (H): 0.194, atom 41 (H): 0.147, atom 42 (H): 0.165, atom 43 (H): 0.158, atom 44 (H): 0.176, atom 45 (C): -0.246, atom 46 (O): -0.557, atom 47 (C): -0.068, atom 48 (C): -0.240, atom 49 (N): -0.627, atom 50 (C): -0.251, atom 51 (C): -0.081, atom 52 (O): -0.540, atom 53 (C): -0.243, atom 54 (H): 0.191, atom 55 (H): 0.170, atom 56 (H): 0.164, atom 57 (H): 0.175, atom 58 (H): 0.176, atom 59 (H): 0.189, atom 60 (H): 0.167, atom 61 (H): 0.353, atom 62 (H): 0.221, atom 63 (H): 0.185, atom 64 (H): 0.203, atom 65 (H): 0.152, atom 66 (H): 0.165, atom 67 (H): 0.157, atom 68 (H): 0.188

***

# 4
A single C3H4OS molecule at a distorted geometry. Source: the Open Molecules 2025 dataset; level of theory: ωB97M-V/def2-TZVPD.

XYZ file:
```
9
Properties=species:S:1:pos:R:3
O -2.321 0.153 0.524
C -1.205 -0.079 0.135
C -0.072 -0.999 0.095
C 0.050 0.489 -0.476
S 0.920 1.865 0.267
H 0.211 -1.279 1.180
H 0.030 -1.923 -0.599
H 0.210 0.490 -1.573
H 2.176 1.284 0.447
```

## Properties
HOMO-LUMO gap in eV: 9.70
E_HOMO in hartree: -0.3399
LUMO in eV: 0.4
SMILES: O=C1C[C@@H]1S

Charges in e, computed with natural (NBO), in the same order as the atoms: atom 1 (O): -0.471, atom 2 (C): 0.603, atom 3 (C): -0.540, atom 4 (C): -0.498, atom 5 (S): 0.003, atom 6 (H): 0.255, atom 7 (H): 0.262, atom 8 (H): 0.252, atom 9 (H): 0.135